Below is a molecular structure, C40H40BIrN8S, with properties calculated with the ωB97M-V functional and the def2-TZVPD basis.

Structure (XYZ):
```
91
Properties=species:S:1:pos:R:3:forces:R:3:mulliken_charge:R:1
Ir 0.7679 0.0672 -0.1898 0.699 -0.407 0.426 1.664
C 0.3538 -0.1668 5.1382 0.058 -0.040 0.014 -1.477
C 0.3964 -0.7768 3.7772 -0.151 0.229 0.064 0.683
C 0.3723 -2.0978 3.4252 0.012 -0.173 0.005 -1.559
C 0.3768 -2.1584 2.0251 0.264 -0.024 -0.014 0.008
N 0.4414 -0.8827 1.5648 -0.277 -0.117 -0.039 -0.088
N 0.4201 -0.0593 2.6456 0.451 -0.169 0.189 0.534
B 0.5028 1.4576 2.5193 -0.274 0.312 -0.185 -1.311
N -0.6545 1.8835 1.5726 0.067 0.227 -0.020 0.852
N -0.7024 1.4951 0.2666 -0.218 -0.072 0.140 -0.402
C -1.7588 2.0989 -0.2854 -0.041 0.075 -0.123 -0.818
C -2.4158 2.8604 0.6878 0.139 0.209 -0.041 -0.749
C -1.6834 2.7061 1.8430 -0.023 -0.077 0.083 0.732
C -1.9324 3.2784 3.1981 0.012 0.061 -0.025 -1.523
C -2.1726 1.9666 -1.6912 0.027 -0.070 0.034 0.782
C -3.5264 2.0584 -2.0172 -0.003 -0.096 0.013 -0.697
C -3.9461 1.9097 -3.3284 0.005 0.017 -0.003 -0.802
C -3.0191 1.6673 -4.3335 0.009 0.005 -0.012 -0.562
C -1.6693 1.6064 -4.0232 -0.014 0.037 0.040 -0.618
C -1.2523 1.7710 -2.7120 0.054 0.092 -0.042 0.314
N 1.8505 1.9173 1.9556 -0.033 -0.368 -0.146 0.487
N 2.1736 1.5706 0.6836 -0.266 0.290 0.053 0.286
C 3.3234 2.1859 0.3865 0.110 -0.055 0.047 0.166
C 3.7739 2.8721 1.5299 -0.060 0.090 -0.007 -1.239
C 2.8132 2.6833 2.4968 -0.077 0.125 -0.070 0.552
C 2.7425 3.2228 3.8858 0.046 -0.019 0.013 -1.384
C 3.9904 2.2233 -0.9362 0.037 0.023 0.063 0.674
C 5.0597 3.1057 -1.1103 0.025 -0.026 -0.018 -0.866
C 5.7296 3.1926 -2.3193 -0.007 -0.003 0.004 -0.722
C 5.3447 2.4009 -3.3916 -0.005 -0.002 -0.003 -0.533
C 4.2773 1.5305 -3.2400 -0.022 -0.002 0.009 -0.991
C 3.6091 1.4510 -2.0282 -0.049 0.075 0.008 0.616
C 0.2346 -3.4704 1.3322 0.001 -0.004 0.088 1.299
C -0.3369 -4.5070 2.0857 0.009 0.006 -0.032 -1.071
C -0.5264 -5.7679 1.5509 0.014 0.004 -0.021 -0.908
C -0.1557 -6.0330 0.2384 -0.023 0.000 0.004 -0.567
C 0.3941 -5.0170 -0.5225 0.011 0.010 0.011 -0.858
C 0.5805 -3.7531 0.0194 0.129 -0.098 0.009 0.812
H 0.2220 -0.9548 5.8771 0.012 -0.001 -0.001 0.445
H -0.4721 0.5371 5.2332 -0.010 -0.012 0.002 0.219
H 1.2750 0.3691 5.3699 -0.002 0.001 -0.016 0.189
H 0.3673 -2.9306 4.1036 -0.003 0.016 -0.003 0.614
H 0.3510 1.9482 3.5952 -0.075 -0.004 -0.042 -0.101
H -3.2749 3.4940 0.5482 -0.022 -0.051 -0.004 0.569
H -2.8706 3.8295 3.1877 0.003 0.009 0.002 0.426
H -1.1370 3.9598 3.5023 0.003 -0.006 -0.011 0.255
H -2.0031 2.4935 3.9510 -0.010 -0.004 -0.005 0.247
H -4.2589 2.2153 -1.2351 0.012 -0.008 0.007 0.313
H -5.0004 1.9733 -3.5652 0.004 -0.016 0.005 0.398
H -3.3485 1.5316 -5.3554 0.002 0.012 0.001 0.405
H -0.9356 1.4319 -4.7986 -0.007 -0.001 -0.017 0.408
H -0.1942 1.7734 -2.4876 0.037 -0.013 0.031 0.429
H 4.6714 3.4544 1.6371 -0.007 -0.014 0.023 0.458
H 3.6121 3.8492 4.0743 0.001 -0.004 0.006 0.383
H 2.7313 2.4236 4.6281 -0.001 -0.004 -0.013 0.210
H 1.8467 3.8261 4.0344 0.002 -0.001 -0.013 0.230
H 5.3754 3.7411 -0.2954 0.006 -0.001 -0.003 0.292
H 6.5572 3.8826 -2.4221 -0.006 0.001 0.001 0.391
H 5.8712 2.4629 -4.3351 -0.001 -0.005 0.007 0.388
H 3.9666 0.8930 -4.0581 0.001 0.013 0.000 0.466
H 2.8032 0.7467 -1.9301 -0.089 -0.058 0.015 0.036
H -0.6681 -4.3261 3.0976 -0.032 -0.007 -0.018 0.345
H -0.9724 -6.5432 2.1604 -0.007 0.007 -0.005 0.402
H -0.3064 -7.0179 -0.1850 0.013 0.004 0.008 0.408
H 0.6886 -5.1864 -1.5505 -0.020 -0.011 0.008 0.502
H 0.9835 -2.9932 -0.6111 0.185 0.139 -0.077 0.206
S 2.7684 -1.2062 -0.2003 0.217 -0.247 -0.116 -0.337
C 2.9340 -2.0413 -1.6578 -0.122 0.088 0.079 0.883
N 3.0353 -2.6014 -2.6640 0.104 -0.037 -0.013 -0.681
C -4.3747 -1.6412 -1.0191 -0.065 -0.021 0.014 -0.986
N -3.4726 -1.6777 0.1053 0.008 -0.085 0.035 0.231
C -3.4756 -0.4519 0.8730 -0.008 -0.010 -0.035 0.216
C -2.1867 -2.3267 -0.1129 -0.014 0.109 -0.098 -1.853
C -1.3851 -1.9902 -1.3690 -0.209 0.161 -0.072 2.052
C -1.7631 -2.6414 -2.5453 -0.039 0.070 -0.043 -0.235
C -1.1258 -2.4305 -3.7584 0.009 0.016 0.054 -1.486
C -0.0576 -1.5517 -3.8130 -0.009 0.097 -0.066 -0.462
C 0.3499 -0.9253 -2.6467 -0.230 -0.127 -0.184 -0.959
C -0.2835 -1.1266 -1.4205 -0.252 0.038 0.032 0.887
H -5.3680 -1.3420 -0.6749 0.008 0.010 0.009 0.401
H -4.4663 -2.6337 -1.4642 -0.007 0.000 0.023 0.352
H -4.0656 -0.9411 -1.8115 0.021 -0.009 0.001 0.215
H -4.3374 -0.4280 1.5498 -0.016 0.002 -0.022 0.421
H -3.5301 0.4424 0.2467 0.032 0.016 -0.029 -0.174
H -2.5702 -0.3794 1.4794 -0.018 -0.014 0.008 -0.349
H -2.3609 -3.4085 -0.1311 0.018 -0.017 0.003 0.543
H -1.5906 -2.1176 0.7653 -0.114 0.021 -0.020 -0.177
H -2.5820 -3.3513 -2.5011 0.012 -0.005 0.007 0.440
H -1.4478 -2.9610 -4.6451 0.007 -0.016 0.004 0.418
H 0.4812 -1.3805 -4.7367 -0.010 -0.018 0.003 0.535
H 1.2178 -0.2637 -2.7181 0.048 -0.067 0.025 -0.143
```
Forces are in eV/Å.

Values from the calculation:
Energy relative to the best compared isomer or geometry (same formula, charge and spin): 43.8 kJ/mol
Energy: -2513.77484 a.u.
Molecular weight: 867.91 g mol⁻¹
HOMO: -7.734 eV
Gap between HOMO and LUMO: 7.133 eV
Charge: 0

=====

Below is a molecular structure, C40H40BaN4S6Sb in a non-equilibrium geometry, with properties calculated with the ωB97M-V functional and the def2-TZVPD basis.

Structure (XYZ):
```
92
Properties=species:S:1:pos:R:3:forces:R:3:mulliken_charge:R:1
Ba 0.4368 1.8114 -0.0320 -0.426 -0.440 0.133 0.947
C 1.0806 -1.6062 -5.4044 0.064 -0.162 0.202 -0.792
C 1.8182 -2.4366 -4.3549 -0.185 0.012 -0.093 -0.482
N 2.4211 -1.6526 -3.3032 0.156 -0.033 -0.213 -0.215
C 1.6765 -0.9222 -2.4098 0.125 0.567 0.246 0.332
S 2.5900 0.2922 -1.6019 0.272 0.193 0.401 -0.637
N 0.4115 -1.1580 -2.3436 -0.361 -0.957 -1.450 -0.529
N -0.3942 -0.8163 -1.3388 -0.042 0.592 1.166 0.288
C -1.5882 -0.4352 -1.6247 0.465 -0.095 -0.798 0.235
C -2.0622 -0.1167 -3.0187 0.171 -0.186 0.072 -1.322
C -2.5877 -0.4076 -0.5444 -0.407 -0.256 0.343 -0.112
C -3.6652 -1.2936 -0.6252 0.074 0.196 0.004 -0.560
C -4.6436 -1.2526 0.3464 0.067 0.083 0.074 -0.491
C -4.5242 -0.3233 1.3704 0.106 -0.030 -0.040 -0.824
C -3.3931 0.4805 1.3955 -0.434 0.143 0.384 -0.462
N -2.4450 0.4369 0.4717 0.663 0.275 -0.348 0.558
H 0.7535 -2.2553 -6.2131 -0.069 -0.001 -0.188 0.376
H 1.7212 -0.8227 -5.8033 0.097 0.030 -0.110 0.252
H 0.2134 -1.1361 -4.9543 -0.106 0.087 0.020 0.030
H 2.6186 -3.0059 -4.8341 -0.042 -0.066 0.092 0.401
H 1.1209 -3.1345 -3.8893 0.040 -0.080 -0.081 0.247
H 3.2920 -1.1958 -3.5300 -0.094 -0.060 0.060 0.220
H -1.6478 0.8477 -3.3265 -0.019 -0.017 -0.011 0.287
H -3.1452 -0.0540 -3.0611 -0.089 0.042 -0.021 0.463
H -1.7015 -0.8663 -3.7225 0.029 -0.064 -0.034 0.239
H -3.7201 -1.9984 -1.4404 0.001 -0.040 -0.118 0.486
H -5.4851 -1.9287 0.3018 -0.084 -0.036 0.017 0.460
H -5.2922 -0.2199 2.1238 0.053 0.021 0.078 0.466
H -3.2529 1.2108 2.1825 0.044 0.051 0.069 0.481
C 4.7985 -2.6537 1.2401 -0.037 0.079 -0.059 -1.368
C 4.6741 -1.1668 1.3653 0.101 0.018 -0.052 0.640
C 3.9563 -0.6325 2.4264 -0.084 0.060 -0.026 -0.403
C 3.7590 0.7334 2.5411 -0.056 -0.016 -0.044 0.426
C 2.9696 1.3033 3.6820 0.055 0.004 -0.029 -1.331
C 4.3185 1.5715 1.5830 0.024 0.018 -0.043 -0.398
C 5.0535 1.0635 0.5231 0.027 -0.035 0.033 0.526
C 5.5934 1.9656 -0.5439 -0.148 -0.065 0.011 -1.313
C 5.2155 -0.3129 0.4183 0.027 0.053 0.221 -0.567
H 4.9209 -3.1109 2.2194 0.005 -0.116 0.051 0.340
H 5.6424 -2.9216 0.6107 0.068 -0.106 -0.084 0.429
H 3.8859 -3.0517 0.7952 -0.004 -0.130 -0.046 0.175
H 3.5319 -1.3022 3.1633 -0.089 -0.062 0.096 0.330
H 3.6431 1.7024 4.4424 -0.080 0.035 0.093 0.400
H 2.3451 0.5357 4.1332 -0.075 -0.007 0.129 0.173
H 2.3304 2.1178 3.3418 -0.072 0.099 0.081 0.289
H 4.1826 2.6422 1.6698 -0.025 0.144 0.013 0.409
H 4.8626 2.0151 -1.3517 0.046 0.048 -0.160 0.232
H 6.5199 1.5642 -0.9475 0.093 0.067 -0.088 0.361
H 5.7600 2.9742 -0.1734 0.069 0.074 0.025 0.389
H 5.7491 -0.7157 -0.4320 0.057 -0.073 -0.056 0.327
S -5.5569 6.2320 0.1489 -0.415 0.202 0.030 -0.342
C -4.0527 5.5679 0.1558 0.322 -0.196 -0.027 0.070
S -3.1475 5.2458 -1.2831 0.036 -0.019 0.654 -0.131
C -1.7087 4.5572 -0.5214 -0.712 0.207 0.480 0.034
C -1.7401 4.4758 0.8339 -0.825 0.227 -0.556 -0.064
S -0.5806 3.8289 1.9074 0.827 -0.201 1.116 -0.396
S -3.2132 5.0966 1.5950 0.051 -0.013 -0.602 -0.114
S -0.4746 4.0932 -1.6099 0.742 -0.114 -0.927 -0.505
C -4.0433 -5.6889 4.7617 -0.048 -0.074 0.057 -0.407
C -4.5731 -4.4873 4.3209 -0.151 0.009 0.034 -0.695
C -3.7657 -3.5771 3.6614 -0.096 0.110 -0.096 0.082
C -2.4212 -3.8444 3.4424 0.261 0.359 -0.415 -0.465
C -1.9045 -5.0556 3.8752 0.191 -0.014 -0.050 0.011
C -2.7089 -5.9732 4.5315 -0.011 -0.148 0.063 -0.797
Sb -1.2106 -2.3015 2.4743 0.054 -0.425 0.729 1.046
C -1.3451 -1.0221 4.2181 0.029 -0.374 -0.530 0.302
C -1.8257 -1.4856 5.4336 -0.026 -0.143 0.144 0.025
C -1.9428 -0.6288 6.5153 -0.062 -0.090 0.117 -0.621
C -1.5721 0.6995 6.3942 0.049 0.072 0.042 -0.496
C -1.0771 1.1652 5.1876 0.087 0.183 -0.029 -0.802
C -0.9714 0.3074 4.1039 0.072 0.104 -0.110 -0.853
C 0.6177 -3.3049 3.0714 -0.453 0.428 -0.245 0.085
C 1.1317 -4.2493 2.1966 -0.040 -0.026 -0.177 -0.558
C 2.2462 -4.9957 2.5357 0.088 -0.118 -0.032 -0.672
C 2.8653 -4.7906 3.7571 0.104 -0.092 0.016 -0.524
C 2.3717 -3.8326 4.6254 0.072 -0.011 0.185 -0.583
C 1.2495 -3.0948 4.2855 -0.013 0.163 0.141 -0.091
H -4.6679 -6.3990 5.2858 -0.042 -0.043 0.015 0.367
H -5.6156 -4.2609 4.4981 -0.065 0.036 -0.002 0.408
H -4.1804 -2.6342 3.3267 -0.102 0.064 0.000 0.308
H -0.8607 -5.2847 3.7096 0.058 -0.051 0.038 0.382
H -2.2901 -6.9114 4.8702 0.033 -0.045 0.014 0.401
H -2.1102 -2.5237 5.5411 -0.036 -0.010 0.058 0.463
H -2.3300 -1.0045 7.4530 -0.007 -0.005 0.066 0.393
H -1.6667 1.3686 7.2389 -0.001 0.041 0.012 0.371
H -0.7789 2.1968 5.0755 -0.015 0.136 -0.040 0.505
H -0.6032 0.6933 3.1585 -0.043 0.104 0.010 0.528
H 0.6477 -4.4046 1.2411 0.031 -0.064 -0.139 0.380
H 2.6366 -5.7305 1.8470 0.032 -0.075 -0.073 0.430
H 3.7338 -5.3738 4.0325 0.050 -0.013 -0.013 0.383
H 2.8579 -3.6679 5.5779 0.021 0.031 0.044 0.351
H 0.8651 -2.3516 4.9718 -0.016 0.030 0.074 0.386
```
Forces are in eV/Å.

Values from the calculation:
Energy relative to the best compared isomer or geometry (same formula, charge and spin): 99.2 kJ/mol
Energy: -4422.28870 a.u.
Molecular weight: 1028.28 g mol⁻¹
HOMO: -3.716 eV
Gap between HOMO and LUMO: 5.828 eV
Charge: -1